No. 1
Computed, not measured: a molecular structure, CaGaH5NO2, with ωB97M-V/def2-TZVPD.

The calculation puts the HOMO-LUMO gap at 7.6 eV. Its lowest unoccupied orbital energy is -0.195 Ha. As for the charge: +1. For the highest occupied orbital energy, the calculation gives -12.9 eV.

XYZ file:
```
10
CaGaH5NO2, DFT ωB97M-V/def2-TZVPD
N 1.87322 -0.61550 0.03928
Ga 0.25553 -0.04026 0.64392
O -1.43925 -0.89590 0.48950
O -0.59622 1.35012 -0.66405
H 2.44493 0.12705 -0.35601
H 1.84013 -1.31463 -0.70116
H 0.12839 0.67709 2.03146
H -1.55011 -1.43540 -0.30374
H -0.59741 0.98391 -1.55770
Ca -2.35922 1.16352 0.37849
```


No. 2
Computed, not measured: 2 unconnected molecules or ions with the total composition C4H9N2, with ωB97M-V/def2-TZVPD.

The calculation puts the HOMO-LUMO gap (spin up / spin down) at 7.0 / 7.0 eV. Its lowest unoccupied orbital energy (spin up / spin down) is -0.245 / -0.245 Ha. As for the charge: +1. As for the energy above the lowest of the compared OMol25 structures with the same formula, charge and spin: 581.5 kJ/mol. For the highest occupied orbital energy (spin up / spin down), the calculation gives -13.7 / -13.7 eV.

XYZ file:
```
15
C4H9N2, DFT ωB97M-V/def2-TZVPD
C -0.94813 0.38730 -2.10760
C 0.95829 -0.95615 1.23244
C 1.91984 -2.17467 1.20595
C -1.86845 2.01057 -0.44973
N 0.78171 -0.44037 0.07118
N -1.49078 1.48901 -1.78822
H 0.38982 -0.51786 1.99499
H 1.50889 -2.85490 2.04269
H 2.90381 -1.85023 1.44876
H 2.05764 -2.59775 0.19470
H -1.46018 1.18428 0.23004
H -1.34380 2.99565 -0.23271
H -3.03386 2.22216 -0.53280
H 1.36231 -0.95526 -0.70087
H -1.73711 2.05823 -2.60881
```


In eV/Å, the largest force on an atom values for the records above are, in order, 0.999, 5.125.